Density functional theory data (ωB97M-V/def2-TZVPD) for C18H44CeNO2P2Si2 as an isolated structure at a distorted geometry.

Properties
HOMO-LUMO gap (alpha / beta) (eV): 5.28 / 6.54
⟨S²⟩: 0.766
Multiplicity: 2
Molar mass (g mol⁻¹): 564.8
Electronic energy (eV): -72220.03525

XYZ file:
```
70
Properties=species:S:1:pos:R:3:lowdin_charge:R:1
C -2.18 1.59 -4.50 -0.019
C -1.43 1.02 -3.52 -0.299
N -1.82 1.22 -2.26 0.003
C -2.88 1.94 -1.86 -0.302
C -3.62 2.54 -2.84 -0.025
C -3.29 2.37 -4.18 -0.022
C -0.16 0.23 -3.79 -0.208
P 0.32 -1.04 -2.49 0.700
Ce -0.40 0.29 -0.51 0.307
P -1.79 1.89 0.83 0.660
C -3.23 1.98 -0.39 -0.216
O 2.58 1.79 -3.94 -0.093
O 3.03 1.60 -1.27 -0.122
H -1.89 1.43 -5.55 0.125
H -4.49 3.14 -2.54 0.124
H -3.89 2.84 -4.96 0.114
C -0.64 -2.48 -2.74 -0.250
C 2.01 -1.37 -2.61 -0.241
H -3.80 2.89 -0.14 0.092
H -3.85 1.11 -0.14 0.104
H 0.72 0.91 -3.85 0.078
H -0.24 -0.30 -4.75 0.100
C -2.38 1.23 2.32 -0.255
C -1.12 3.48 1.03 -0.264
H 2.08 1.58 -1.09 -0.091
H 3.40 0.93 -0.65 0.037
H 2.92 1.67 -3.02 -0.001
H 2.35 2.72 -3.98 0.044
H -1.65 -0.86 -0.21 -0.143
H 0.65 1.64 -0.97 -0.124
H -0.34 -2.92 -3.69 0.049
H -0.45 -3.20 -1.92 0.049
H -1.72 -2.28 -2.74 0.073
H 2.20 -1.77 -3.60 0.063
H 2.62 -0.46 -2.44 0.049
H 2.28 -2.10 -1.84 0.063
H -1.88 4.10 1.51 0.045
H -0.22 3.43 1.66 0.055
H -0.82 3.93 0.07 0.065
H -3.09 1.95 2.74 0.055
H -2.87 0.25 2.18 0.068
H -1.54 1.09 3.01 0.035
C -0.68 -2.09 3.57 -0.180
Si 0.02 -2.41 1.84 0.399
C 1.09 -3.97 1.92 -0.184
C -1.56 -3.05 1.01 -0.226
C 1.02 -0.95 1.11 -0.476
Si 2.07 -0.13 2.47 0.386
C 3.00 -1.44 3.47 -0.197
C 3.45 1.01 1.90 -0.191
C 1.09 0.94 3.68 -0.174
H -1.23 -2.98 3.90 0.038
H -1.39 -1.25 3.53 0.010
H 0.10 -1.89 4.30 0.009
H 0.51 -4.78 2.36 0.028
H 1.37 -4.24 0.90 0.023
H 1.99 -3.81 2.52 0.008
H -2.36 -2.32 1.06 -0.009
H -1.36 -3.35 -0.03 0.004
H -1.90 -3.94 1.55 0.031
H 1.77 -1.41 0.39 0.001
H 3.63 -2.02 2.79 0.032
H 3.63 -0.94 4.21 0.027
H 2.31 -2.10 3.99 0.008
H 3.04 1.86 1.36 0.021
H 3.99 1.37 2.79 0.038
H 4.16 0.43 1.30 0.032
H 0.65 1.78 3.13 0.007
H 0.32 0.36 4.18 0.009
H 1.79 1.33 4.44 0.042
```